C32H42N6O4S2Ti | ωB97M-V with the def2-TZVPD basis set

Element x y z (Å)
Ti1 -0.291 -1.118 0.145
C1 1.114 0.838 0.173
C2 0.998 1.559 -1.085
C3 0.079 2.604 -0.872
C4 -0.257 2.594 0.518
C5 0.425 1.606 1.186
C6 0.632 1.643 2.711
C7 1.132 3.063 3.048
C8 1.707 0.680 3.226
C9 -0.673 1.394 3.484
C10 -0.622 3.592 -1.819
C11 0.323 4.597 -2.504
C12 -1.452 2.830 -2.866
C13 -1.622 4.455 -1.033
C14 2.062 1.322 -2.174
C15 2.811 -0.002 -1.935
C16 1.555 1.269 -3.623
C17 3.119 2.439 -2.035
H1 2.007 0.266 0.404
H2 -0.947 3.278 0.995
H3 2.074 3.266 2.529
H4 1.299 3.157 4.129
H5 0.409 3.822 2.742
H6 2.580 0.647 2.569
H7 1.323 -0.327 3.339
H8 2.039 1.013 4.214
H9 -1.439 2.127 3.207
H10 -0.491 1.473 4.563
H11 -1.074 0.403 3.271
H12 1.023 4.139 -3.196
H13 0.900 5.137 -1.747
H14 -0.265 5.330 -3.067
H15 -0.828 2.239 -3.541
H16 -2.035 3.531 -3.477
H17 -2.152 2.155 -2.361
H18 -1.118 5.036 -0.255
H19 -2.399 3.843 -0.566
H20 -2.106 5.155 -1.719
H21 2.139 -0.842 -1.772
H22 3.474 0.054 -1.068
H23 3.429 -0.227 -2.810
H24 0.997 0.344 -3.800
H25 2.412 1.271 -4.306
H26 0.918 2.105 -3.893
H27 3.466 2.486 -0.999
H28 2.719 3.417 -2.299
H29 3.981 2.228 -2.681
N1 -0.871 -0.578 -2.023
N2 -0.261 -1.371 -3.005
C18 0.347 -2.506 -2.525
N3 0.623 -3.467 -3.422
N4 0.602 -2.572 -1.249
N5 1.296 -3.714 -0.785
O1 0.926 -4.178 0.357
O2 2.242 -4.238 -1.523
H30 -1.878 -0.664 -2.043
H31 -0.589 0.384 -2.110
H32 -0.796 -1.510 -3.842
H33 0.729 -3.163 -4.376
H34 1.348 -4.098 -3.038
S1 -2.209 0.251 0.514
C19 -3.628 -0.594 -0.082
C20 -4.833 0.104 -0.232
C21 -5.971 -0.537 -0.691
C22 -5.914 -1.893 -1.014
C23 -4.724 -2.589 -0.873
C24 -3.567 -1.951 -0.401
S2 -2.066 -2.821 -0.233
H35 -4.857 1.162 0.020
H36 -6.900 0.013 -0.796
H37 -6.796 -2.404 -1.379
H38 -4.668 -3.644 -1.122
O3 -1.624 -2.292 3.074
C25 -0.475 -2.491 2.808
N6 0.275 -1.832 1.803
C26 1.599 -2.334 1.793
O4 2.447 -1.924 1.043
C27 1.716 -3.305 2.917
C28 2.799 -4.027 3.371
C29 2.594 -4.889 4.442
C30 1.335 -5.022 5.028
C31 0.252 -4.283 4.563
C32 0.470 -3.423 3.506
H39 3.767 -3.922 2.898
H40 3.418 -5.478 4.822
H41 1.202 -5.709 5.855
H42 -0.734 -4.379 5.002

Its orbital gap (spin up / spin down) is 0.194 / 0.248 Ha. For the energy relative to the best compared isomer or geometry (same formula, charge and spin), the calculation gives 198.1 kJ/mol. Its expectation value of S² is 0.76. The calculation puts the LUMO energy (spin up / spin down) at 2.1781 / 2.1994 eV. Its total charge is -1. As for the multiplicity: 2.



C32H43BBr3ClF3N3Na3O18 | ωB97M-V with the def2-TZVPD basis set

Element x y z (Å)
O1 0.020 2.280 3.151
C1 -0.133 1.574 2.211
O2 -0.682 2.104 1.043
C2 -1.875 1.413 0.738
C3 -3.067 2.399 0.761
C4 -4.066 2.168 1.918
N1 -3.887 2.740 3.078
C5 -4.923 2.445 4.084
C6 -5.466 1.082 3.591
C7 -4.648 -0.050 4.247
C8 -3.366 -0.477 3.498
C9 -2.869 -1.868 3.882
O3 -1.975 -1.952 4.663
N2 -3.421 -3.076 3.306
C10 -3.420 -3.016 1.868
C11 -2.309 -3.471 1.183
C12 -2.300 -3.400 -0.229
C13 -3.382 -2.884 -0.908
C14 -4.510 -2.454 -0.210
C15 -4.526 -2.521 1.167
C16 -5.357 1.292 2.075
H1 0.150 0.516 2.295
H2 -1.810 0.945 -0.252
H3 -1.991 0.593 1.451
H4 -3.590 2.445 -0.226
H5 -2.647 3.394 0.915
H6 -3.093 3.345 3.261
H7 -4.609 2.512 5.118
H8 -5.710 3.174 3.863
H9 -6.523 1.006 3.839
H10 -5.259 -0.927 4.468
H11 -4.305 0.338 5.204
H12 -3.428 -0.420 2.410
H13 -2.561 0.191 3.808
H14 -4.365 -3.232 3.649
H15 -1.463 -3.887 1.743
H16 -1.469 -3.740 -0.837
H17 -3.415 -2.814 -1.990
H18 -5.375 -2.058 -0.719
H19 -5.389 -2.202 1.743
H20 -5.383 0.286 1.589
H21 -6.189 1.860 1.642
C17 -3.217 -1.245 -4.259
O4 -4.300 -1.804 -4.182
N3 -2.419 -1.229 -5.329
C18 -1.139 -0.540 -5.337
C19 -2.852 -1.932 -6.532
H22 -2.794 -0.688 -3.397
H23 -1.138 0.225 -6.113
H24 -0.339 -1.253 -5.538
H25 -0.956 -0.066 -4.374
H26 -3.798 -1.517 -6.879
H27 -3.002 -2.987 -6.307
H28 -2.101 -1.828 -7.309
C20 1.501 4.552 1.338
O5 2.586 5.158 0.665
C21 2.791 4.664 -0.563
O6 2.127 3.795 -1.084
O7 3.828 5.280 -1.084
C22 4.194 4.872 -2.406
H29 1.423 5.033 2.310
H30 0.570 4.716 0.794
H31 1.670 3.489 1.494
H32 3.389 5.078 -3.111
H33 4.467 3.820 -2.424
H34 5.062 5.462 -2.682
B1 8.577 7.296 -1.012
O8 7.882 8.558 -1.447
C23 8.776 9.379 -1.871
O9 8.553 10.495 -2.294
C24 10.158 8.752 -1.749
O10 11.189 9.285 -2.062
O11 10.019 7.538 -1.262
O12 8.340 6.981 0.399
C25 7.764 5.792 0.481
O13 7.433 5.237 1.490
C26 7.588 5.250 -0.934
O14 7.093 4.200 -1.233
O15 8.073 6.143 -1.786
Na1 -0.234 -5.165 0.740
C27 -2.429 -8.802 0.318
O16 -1.677 -7.827 0.886
H35 -2.826 -8.593 -0.705
H36 -1.921 -9.783 0.177
H37 -3.352 -9.086 0.875
Na2 9.250 12.554 -1.902
Cl1 7.445 9.991 0.722
C28 7.122 -7.625 0.603
C29 5.905 -7.154 1.368
O17 4.745 -7.092 0.510
C30 4.104 -8.241 0.319
O18 4.396 -9.300 0.784
C31 2.874 -8.005 -0.573
F1 3.158 -7.213 -1.619
F2 1.889 -7.399 0.125
F3 2.392 -9.137 -1.051
H38 7.291 -6.995 -0.271
H39 8.006 -7.590 1.239
H40 6.991 -8.646 0.248
H41 6.059 -6.140 1.733
H42 5.703 -7.786 2.231
C32 -8.491 0.661 -1.783
Br1 -8.386 0.105 -3.610
Br2 -10.277 0.630 -1.101
Br3 -7.300 -0.414 -0.660
H43 -8.138 1.681 -1.730
Na3 -4.717 0.755 -0.376

Its orbital gap is 0.038 Ha. The calculation puts the LUMO energy at -6.1168 eV. Its total charge is +1.



C32H43BrCdN2P2 | ωB97M-V with the def2-TZVPD basis set

Element x y z (Å)
C1 -0.503 0.892 -7.292
C2 -0.241 1.920 -6.334
C3 0.074 3.205 -6.837
C4 0.058 3.417 -8.213
N1 -0.226 2.446 -9.070
C5 -0.490 1.218 -8.645
C6 -0.283 1.731 -4.922
C7 -0.103 1.132 -3.805
C8 0.622 0.050 -3.098
C9 -0.040 -1.000 -2.454
C10 0.553 -1.701 -1.413
C11 1.827 -1.311 -1.004
C12 2.644 -0.499 -1.801
C13 2.014 0.183 -2.846
Cd1 -0.333 2.434 -2.300
P1 -1.769 -0.088 1.717
H1 0.321 4.046 -6.190
H2 -0.728 -0.138 -7.024
H3 0.273 4.398 -8.636
H4 -0.702 0.482 -9.422
H5 2.501 1.038 -3.269
H6 -1.085 -1.206 -2.652
H7 3.660 -0.207 -1.553
H8 0.000 -2.444 -0.842
C14 -1.894 -0.272 3.585
C15 -2.726 0.719 4.387
H9 -0.842 -0.231 3.912
H10 -2.247 -1.302 3.753
H11 -2.678 0.413 5.442
H12 -2.326 1.740 4.322
H13 -3.786 0.722 4.095
C16 -2.336 1.638 1.366
C17 -3.362 1.861 0.251
H14 -1.399 2.150 1.084
H15 -2.665 2.075 2.325
H16 -3.255 2.894 -0.102
H17 -3.192 1.175 -0.590
H18 -4.390 1.749 0.616
C18 -3.199 -1.135 1.158
C19 -4.511 -0.930 1.906
H19 -2.838 -2.173 1.254
H20 -3.321 -0.932 0.081
H21 -5.287 -1.514 1.393
H22 -4.445 -1.287 2.942
H23 -4.831 0.121 1.910
Br1 1.948 -1.305 0.821
P2 1.969 2.299 1.047
C20 0.689 2.898 2.217
C21 0.996 3.852 3.365
H24 0.274 1.955 2.659
H25 -0.098 3.355 1.583
H26 0.039 4.289 3.678
H27 1.413 3.309 4.217
H28 1.662 4.669 3.075
C22 3.048 1.236 2.069
C23 4.431 1.659 2.543
H29 3.211 0.302 1.448
H30 2.456 0.862 2.933
H31 4.861 0.820 3.113
H32 5.099 1.893 1.705
H33 4.343 2.527 3.200
C24 2.841 3.082 -0.301
C25 3.076 4.606 -0.229
H34 2.206 2.850 -1.230
H35 3.835 2.598 -0.496
H36 3.409 4.912 -1.236
H37 2.135 5.101 0.041
H38 3.860 4.876 0.494
N2 -0.502 -3.414 1.160
C26 -0.219 -4.513 1.453
C27 -0.050 -5.892 1.819
C28 1.180 -6.552 1.705
C29 1.257 -7.920 1.945
C30 0.104 -8.628 2.320
C31 -1.117 -7.954 2.496
C32 -1.176 -6.587 2.262
H39 2.068 -5.987 1.416
H40 2.210 -8.442 1.838
H41 0.153 -9.701 2.468
H42 -2.012 -8.492 2.807
H43 -2.112 -6.043 2.409

Its orbital gap (spin up / spin down) is 0.152 / 0.164 Ha. For the energy relative to the best compared isomer or geometry (same formula, charge and spin), the calculation gives 42.2 kJ/mol. The calculation puts the LUMO energy (spin up / spin down) at -8.2968 / -7.9327 eV. Its total charge is +2.



C32H43BrN2P2Pt | ωB97M-V with the def2-TZVPD basis set

Element x y z (Å)
C1 -0.377 4.735 -2.692
C2 -0.548 3.395 -3.155
C3 -0.848 3.228 -4.522
C4 -1.019 4.351 -5.332
N1 -0.875 5.592 -4.868
C5 -0.548 5.791 -3.591
C6 -0.424 2.240 -2.330
C7 -0.763 1.870 -1.126
C8 -1.779 2.290 -0.164
C9 -1.404 2.477 1.173
C10 -2.326 2.284 2.182
C11 -3.668 2.111 1.829
C12 -4.097 2.225 0.492
C13 -3.140 2.295 -0.519
Pt1 0.301 0.268 -0.596
P1 2.247 -0.937 -0.081
H1 -0.945 2.229 -4.930
H2 -0.093 4.939 -1.667
H3 -1.269 4.229 -6.388
H4 -0.411 6.825 -3.266
H5 -3.412 2.314 -1.579
H6 -0.385 2.788 1.369
H7 -5.156 2.257 0.257
H8 -2.032 2.283 3.221
C14 2.045 -2.326 1.087
C15 2.890 -3.586 0.861
H9 0.976 -2.572 1.132
H10 2.315 -1.877 2.053
H11 2.724 -4.252 1.719
H12 2.612 -4.134 -0.052
H13 3.968 -3.363 0.814
C16 3.026 -1.575 -1.563
C17 3.586 -0.449 -2.439
H14 2.285 -2.193 -2.093
H15 3.818 -2.231 -1.185
H16 3.503 -0.743 -3.490
H17 3.061 0.509 -2.307
H18 4.652 -0.301 -2.217
C18 3.523 0.058 0.801
C19 4.897 -0.567 1.051
H19 3.049 0.310 1.762
H20 3.635 1.002 0.253
H21 5.554 0.214 1.460
H22 4.859 -1.391 1.777
H23 5.372 -0.958 0.140
Br1 -4.883 1.957 3.219
P2 -1.010 -1.452 -1.091
C20 -0.439 -3.214 -1.203
C21 -1.294 -4.370 -1.756
H24 -0.169 -3.474 -0.169
H25 0.510 -3.183 -1.755
H26 -0.621 -5.114 -2.210
H27 -1.818 -4.905 -0.947
H28 -2.027 -4.097 -2.526
C22 -2.098 -1.559 0.383
C23 -3.308 -2.444 0.129
H29 -2.378 -0.529 0.645
H30 -1.488 -1.961 1.205
H31 -3.850 -2.575 1.076
H32 -3.997 -1.987 -0.592
H33 -3.019 -3.428 -0.255
C24 -2.163 -0.887 -2.393
C25 -2.686 -1.936 -3.373
H34 -1.651 -0.067 -2.916
H35 -2.999 -0.391 -1.883
H36 -3.274 -1.420 -4.143
H37 -1.877 -2.487 -3.877
H38 -3.362 -2.654 -2.887
N2 0.296 0.382 1.382
C26 0.328 0.367 2.552
C27 0.572 0.507 3.933
C28 -0.472 0.876 4.804
C29 -0.163 1.324 6.085
C30 1.163 1.301 6.524
C31 2.167 0.749 5.729
C32 1.878 0.322 4.442
H39 -1.501 0.817 4.445
H40 -0.965 1.693 6.720
H41 1.405 1.680 7.514
H42 3.181 0.648 6.103
H43 2.631 -0.144 3.802

Its orbital gap (spin up / spin down) is 0.233 / 0.190 Ha. For the energy relative to the best compared isomer or geometry (same formula, charge and spin), the calculation gives 0.0 kJ/mol. Its expectation value of S² is 2.06. The calculation puts the LUMO energy (spin up / spin down) at -6.8616 / -8.1951 eV. Its total charge is +2. As for the multiplicity: 3.



C32H43BrN2P2Zr | ωB97M-V with the def2-TZVPD basis set

Element x y z (Å)
C1 0.001 5.411 -2.880
C2 -0.164 4.068 -3.360
C3 -0.510 3.990 -4.748
C4 -0.805 5.141 -5.465
N1 -0.714 6.369 -4.974
C5 -0.314 6.491 -3.718
C6 -0.055 2.876 -2.625
C7 -0.263 1.815 -1.900
C8 -1.473 1.915 -0.977
C9 -1.164 2.048 0.410
C10 -2.175 1.995 1.379
C11 -3.542 1.766 1.024
C12 -3.842 1.616 -0.355
C13 -2.852 1.754 -1.327
Zr1 -0.061 0.124 -0.533
P1 2.305 -0.776 0.427
H1 -0.575 3.031 -5.255
H2 0.362 5.654 -1.870
H3 -1.144 5.070 -6.494
H4 -0.248 7.528 -3.355
H5 -3.071 1.691 -2.388
H6 -0.113 2.318 0.682
H7 -4.892 1.434 -0.626
H8 -1.840 2.109 2.432
C14 2.315 -2.328 1.400
C15 3.059 -3.564 0.823
H9 1.254 -2.602 1.585
H10 2.748 -2.094 2.400
H11 3.090 -4.379 1.582
H12 2.544 -3.982 -0.067
H13 4.110 -3.347 0.548
C16 2.539 -1.029 -1.436
C17 3.258 0.115 -2.127
H14 1.541 -1.131 -1.918
H15 3.039 -2.005 -1.563
H16 3.239 -0.071 -3.211
H17 2.760 1.081 -1.948
H18 4.317 0.209 -1.839
C18 3.867 -0.059 0.979
C19 5.080 -0.969 0.903
H19 3.702 0.249 2.019
H20 4.045 0.851 0.403
H21 6.011 -0.423 1.091
H22 5.064 -1.774 1.643
H23 5.213 -1.444 -0.074
Br1 -4.720 1.314 2.324
P2 -1.532 -2.049 -0.461
C20 -0.137 -3.263 -0.795
C21 -0.025 -4.534 -1.660
H24 0.186 -3.571 0.220
H25 0.692 -2.638 -1.176
H26 1.041 -4.675 -1.905
H27 -0.289 -5.457 -1.125
H28 -0.587 -4.499 -2.597
C22 -2.989 -2.837 0.364
C23 -4.164 -3.572 -0.327
H29 -3.469 -2.023 0.934
H30 -2.588 -3.542 1.108
H31 -4.907 -3.841 0.435
H32 -4.710 -2.970 -1.060
H33 -3.882 -4.514 -0.805
C24 -2.078 -1.138 -1.973
C25 -2.476 -1.634 -3.385
H34 -1.246 -0.412 -2.212
H35 -2.971 -0.604 -1.602
H36 -2.769 -0.717 -3.919
H37 -1.626 -2.059 -3.927
H38 -3.334 -2.317 -3.432
N2 -0.006 0.085 1.983
C26 0.054 0.364 3.127
C27 0.141 0.770 4.517
C28 -1.004 1.168 5.265
C29 -0.900 1.553 6.621
C30 0.358 1.586 7.267
C31 1.497 1.305 6.495
C32 1.396 0.935 5.152
H39 -2.007 1.199 4.786
H40 -1.797 1.824 7.197
H41 0.429 1.854 8.328
H42 2.470 1.391 6.975
H43 2.306 0.781 4.569

Its orbital gap is 0.200 Ha. For the energy relative to the best compared isomer or geometry (same formula, charge and spin), the calculation gives 0.0 kJ/mol. The calculation puts the LUMO energy at -13.3463 eV. Its total charge is +4.



Listing strongest force on any atom for the structures above in their given order: 2.0 2.0 5.7 4.0 4.3 eV Å⁻¹.